No. 1
The following is a quantum chemistry calculation of a cluster of 6 separate species, C50H94BIN3O13S4 in total in a non-equilibrium geometry, from OMol25.

Cartesian coordinates (Å):
C (3.376, 3.058, -0.949)
C (3.907, 1.862, -0.142)
C (3.990, 0.492, -0.902)
C (3.566, 0.509, -2.373)
N (2.124, 0.717, -2.592)
C (1.280, -0.223, -1.815)
C (0.400, 0.583, -0.844)
C (-0.836, 1.190, -1.573)
C (-2.134, 0.457, -1.211)
C (-2.730, 0.873, 0.168)
C (-3.095, 2.373, 0.150)
C (-2.469, 3.154, 1.329)
C (-0.995, 3.557, 1.097)
S (-0.775, 5.330, 0.659)
C (-0.542, 5.365, -1.120)
S (0.880, 5.495, -1.863)
N (-1.728, 5.255, -1.921)
C (-2.758, 6.148, -1.758)
C (-3.677, 5.720, -2.678)
N (-3.224, 4.623, -3.355)
C (-2.027, 4.367, -2.897)
O (-1.922, 0.534, 1.258)
B (-2.731, -0.207, 2.233)
C (-1.989, -0.865, 3.535)
C (-0.483, -0.900, 3.462)
C (0.203, -1.270, 2.318)
C (1.574, -1.291, 2.264)
C (2.337, -0.972, 3.370)
C (1.656, -0.638, 4.522)
C (0.286, -0.584, 4.573)
O (-3.580, -1.088, 1.387)
C (-3.920, -0.197, 0.354)
C (-5.364, 0.315, 0.507)
C (-6.386, -0.797, 0.381)
O (-6.178, -1.970, 0.407)
I (-8.499, -0.180, 0.107)
C (1.806, 0.671, -3.973)
S (1.404, 2.052, -4.726)
S (1.818, -0.880, -4.901)
C (0.040, -1.282, -5.152)
C (-0.515, -2.305, -4.124)
C (-1.383, -3.431, -4.774)
H (3.384, 3.930, -0.282)
H (2.321, 2.903, -1.191)
H (3.953, 3.283, -1.848)
H (4.923, 2.131, 0.184)
H (3.344, 1.689, 0.782)
H (5.048, 0.196, -0.899)
H (3.474, -0.265, -0.304)
H (4.132, 1.306, -2.872)
H (3.893, -0.434, -2.855)
H (1.841, -1.023, -1.320)
H (0.575, -0.722, -2.492)
H (0.982, 1.341, -0.310)
H (0.007, -0.119, -0.100)
H (-0.874, 2.277, -1.469)
H (-0.658, 1.007, -2.646)
H (-2.940, 0.617, -1.940)
H (-1.890, -0.612, -1.134)
H (-2.766, 2.890, -0.763)
H (-4.173, 2.569, 0.203)
H (-3.040, 4.092, 1.389)
H (-2.565, 2.622, 2.277)
H (-0.480, 3.471, 2.063)
H (-0.450, 2.911, 0.408)
H (-2.805, 6.983, -1.081)
H (-4.646, 6.167, -2.860)
H (-1.385, 3.573, -3.251)
H (-3.555, 0.590, 2.732)
H (-2.342, -0.346, 4.431)
H (-2.323, -1.915, 3.613)
H (-0.390, -1.549, 1.450)
H (2.049, -1.564, 1.321)
H (3.420, -0.991, 3.308)
H (2.280, -0.422, 5.390)
H (-0.196, -0.310, 5.510)
H (-3.944, -0.854, -0.533)
H (-5.593, 1.053, -0.274)
H (-5.456, 0.813, 1.482)
H (-0.144, -1.634, -6.167)
H (-0.476, -0.332, -4.974)
H (-1.191, -1.768, -3.448)
H (0.274, -2.743, -3.508)
H (-0.958, -4.401, -4.459)
H (-2.382, -3.401, -4.329)
H (-1.431, -3.355, -5.863)
C (0.135, 6.415, 3.793)
O (0.886, 5.273, 4.176)
C (2.261, 5.550, 4.381)
C (2.591, 5.682, 5.854)
O (1.964, 6.818, 6.434)
C (0.794, 6.489, 7.163)
H (-0.921, 6.174, 3.909)
H (0.365, 7.286, 4.413)
H (0.329, 6.649, 2.745)
H (2.563, 6.449, 3.834)
H (2.823, 4.703, 3.973)
H (3.671, 5.822, 5.963)
H (2.314, 4.771, 6.394)
H (1.064, 6.042, 8.126)
H (0.150, 5.803, 6.610)
H (0.244, 7.411, 7.348)
C (1.871, -5.494, -3.652)
O (0.805, -6.228, -4.236)
C (1.237, -7.069, -5.294)
C (1.368, -8.510, -4.844)
O (2.409, -8.668, -3.889)
C (1.922, -8.747, -2.559)
H (1.517, -5.085, -2.706)
H (2.741, -6.125, -3.457)
H (2.160, -4.664, -4.306)
H (2.178, -6.707, -5.719)
H (0.473, -7.017, -6.077)
H (1.632, -9.126, -5.710)
H (0.418, -8.879, -4.446)
H (1.487, -9.737, -2.377)
H (1.177, -7.977, -2.351)
H (2.766, -8.607, -1.884)
C (2.646, -13.115, -2.638)
O (2.878, -12.439, -3.860)
C (3.869, -11.421, -3.751)
C (5.207, -11.888, -4.285)
O (5.758, -12.934, -3.492)
C (5.569, -14.216, -4.061)
H (2.087, -14.024, -2.859)
H (3.579, -13.391, -2.141)
H (2.047, -12.489, -1.968)
H (3.961, -11.079, -2.716)
H (3.527, -10.578, -4.351)
H (5.911, -11.052, -4.245)
H (5.117, -12.204, -5.329)
H (6.266, -14.366, -4.892)
H (4.545, -14.358, -4.414)
H (5.778, -14.959, -3.291)
C (3.750, 2.134, 6.512)
O (4.552, 1.037, 6.918)
C (5.923, 1.374, 7.056)
C (6.301, 1.593, 8.507)
O (5.653, 2.734, 9.051)
C (4.523, 2.403, 9.840)
H (2.707, 1.869, 6.679)
H (3.976, 3.039, 7.082)
H (3.895, 2.326, 5.444)
H (6.169, 2.254, 6.454)
H (6.501, 0.528, 6.668)
H (7.378, 1.778, 8.565)
H (6.079, 0.701, 9.102)
H (4.844, 2.018, 10.814)
H (3.884, 1.667, 9.349)
H (3.947, 3.315, 9.998)
C (-10.493, 6.889, -1.593)
O (-10.445, 7.695, -2.760)
C (-9.555, 8.794, -2.636)
C (-8.232, 8.525, -3.325)
O (-7.514, 7.483, -2.685)
C (-7.625, 6.237, -3.358)
H (-10.979, 5.950, -1.855)
H (-9.495, 6.670, -1.208)
H (-11.084, 7.387, -0.817)
H (-9.398, 9.050, -1.584)
H (-10.035, 9.650, -3.123)
H (-7.614, 9.426, -3.262)
H (-8.387, 8.296, -4.384)
H (-6.992, 6.239, -4.251)
H (-8.656, 6.017, -3.641)
H (-7.274, 5.457, -2.683)

Gap between HOMO and LUMO (eV): 6.02
F_max (hartree/bohr): 0.05140
Charge: -1
DFT total energy (hartree): -5019.0407
Highest occupied orbital energy (eV): -4.93

Mulliken atomic charge list, values in e, 6 entries: -0.640, -0.456, -0.253, -1.248, 0.857, -0.503

---

No. 2
The following is a quantum chemistry calculation of a structure of composition C50H94BrN2O8PtS2SbSi5Te in a non-equilibrium geometry, from OMol25.

Cartesian coordinates (Å):
Pt (0.733, -0.103, -0.396)
O (-3.283, -2.439, 1.238)
C (-3.972, -2.430, 0.066)
C (-5.297, -2.845, -0.009)
C (-5.960, -2.846, -1.230)
C (-5.298, -2.452, -2.383)
C (-3.969, -2.052, -2.303)
C (-3.302, -2.019, -1.088)
C (-1.871, -1.584, -1.003)
O (-1.575, -0.535, -0.290)
N (-1.051, -2.353, -1.646)
N (0.281, -2.012, -1.482)
C (1.060, -3.026, -1.463)
S (0.422, -4.629, -1.758)
C (2.034, -5.463, -1.633)
C (3.120, -4.466, -1.976)
S (2.753, -2.930, -1.088)
H (-3.838, -2.807, 1.934)
H (-5.804, -3.179, 0.892)
H (-6.990, -3.178, -1.276)
H (-5.807, -2.458, -3.338)
H (-3.425, -1.771, -3.199)
H (2.019, -6.286, -2.348)
H (2.143, -5.852, -0.622)
H (3.125, -4.262, -3.045)
H (4.110, -4.794, -1.660)
C (-4.029, 1.476, -3.412)
C (-2.756, 2.291, -3.199)
C (-1.671, 1.739, -4.116)
C (-2.966, 3.786, -3.422)
Sb (-2.107, 1.990, -1.068)
C (-1.014, 3.723, -0.104)
C (-1.911, 4.946, 0.022)
C (-0.564, 3.177, 1.252)
C (0.198, 4.055, -0.959)
C (-4.074, 2.093, 0.003)
C (-4.943, 3.236, -0.521)
C (-3.775, 2.320, 1.484)
C (-4.759, 0.738, -0.143)
H (-4.270, 1.485, -4.483)
H (-4.888, 1.876, -2.882)
H (-3.893, 0.434, -3.112)
H (-2.087, 1.627, -5.126)
H (-1.292, 0.774, -3.784)
H (-0.817, 2.406, -4.170)
H (-3.149, 3.967, -4.490)
H (-2.081, 4.365, -3.140)
H (-3.823, 4.172, -2.865)
H (-2.758, 4.790, 0.686)
H (-2.285, 5.285, -0.949)
H (-1.309, 5.761, 0.447)
H (-1.388, 3.043, 1.951)
H (0.143, 3.884, 1.705)
H (-0.054, 2.217, 1.164)
H (-0.089, 4.651, -1.825)
H (0.723, 3.162, -1.302)
H (0.897, 4.655, -0.360)
H (-4.408, 4.189, -0.535)
H (-5.801, 3.352, 0.155)
H (-5.340, 3.054, -1.517)
H (-3.448, 3.337, 1.694)
H (-3.018, 1.628, 1.852)
H (-4.691, 2.149, 2.063)
H (-5.631, 0.702, 0.524)
H (-4.085, -0.067, 0.147)
H (-5.109, 0.542, -1.157)
Br (-6.482, 1.422, 5.333)
C (-4.680, 1.323, 4.742)
C (-4.313, 0.313, 3.871)
C (-2.996, 0.251, 3.435)
C (-2.057, 1.174, 3.882)
C (-2.449, 2.180, 4.754)
C (-3.768, 2.266, 5.188)
C (-0.608, 1.060, 3.433)
O (0.259, 1.710, 4.023)
O (-0.440, 0.292, 2.418)
H (-5.043, -0.413, 3.535)
H (-2.677, -0.508, 2.726)
H (-1.703, 2.894, 5.086)
H (-4.080, 3.043, 5.873)
C (2.532, 0.336, 6.084)
Si (3.324, -0.937, 4.985)
C (4.361, -2.017, 6.121)
C (4.448, -0.179, 3.701)
Si (1.790, -2.351, 3.894)
Te (0.704, -1.764, 1.645)
Si (0.134, -3.046, 5.412)
C (-1.002, -4.322, 4.631)
C (-0.922, -1.697, 6.138)
C (0.995, -3.836, 6.881)
Si (2.836, -4.360, 3.242)
C (3.611, -5.327, 4.655)
C (4.247, -4.008, 2.055)
C (1.625, -5.552, 2.442)
H (3.293, 0.996, 6.516)
H (1.997, -0.154, 6.907)
H (1.816, 0.950, 5.529)
H (5.063, -1.395, 6.689)
H (4.943, -2.765, 5.571)
H (3.728, -2.550, 6.842)
H (5.181, 0.495, 4.159)
H (3.862, 0.398, 2.976)
H (4.992, -0.958, 3.153)
H (-1.263, -4.034, 3.604)
H (-1.925, -4.421, 5.215)
H (-0.525, -5.306, 4.587)
H (-1.517, -1.201, 5.375)
H (-0.309, -0.926, 6.623)
H (-1.605, -2.114, 6.888)
H (1.678, -4.641, 6.591)
H (0.248, -4.255, 7.567)
H (1.579, -3.091, 7.436)
H (4.282, -4.711, 5.262)
H (4.196, -6.162, 4.249)
H (2.853, -5.748, 5.323)
H (5.098, -3.580, 2.601)
H (3.955, -3.292, 1.279)
H (4.591, -4.929, 1.567)
H (1.046, -6.076, 3.211)
H (2.155, -6.312, 1.855)
H (0.909, -5.040, 1.785)
C (4.779, -1.438, -3.574)
C (3.940, -0.378, -4.267)
C (3.405, -0.961, -5.568)
C (4.839, 0.830, -4.557)
O (2.803, -0.065, -3.449)
Si (2.160, 1.219, -2.657)
O (0.599, 1.034, -2.357)
O (2.691, 1.211, -1.052)
C (3.787, 1.670, -0.222)
C (4.824, 0.564, -0.110)
C (3.183, 1.968, 1.144)
C (4.404, 2.936, -0.798)
O (2.703, 2.604, -3.349)
C (2.321, 3.343, -4.521)
C (1.249, 4.359, -4.151)
C (1.808, 2.424, -5.632)
C (3.550, 4.107, -4.996)
H (5.605, -1.742, -4.223)
H (4.163, -2.305, -3.362)
H (5.186, -1.066, -2.631)
H (4.231, -1.287, -6.205)
H (2.812, -0.218, -6.106)
H (2.760, -1.818, -5.352)
H (5.849, 0.495, -4.804)
H (4.895, 1.492, -3.689)
H (4.461, 1.412, -5.400)
H (4.329, -0.376, 0.152)
H (5.564, 0.802, 0.657)
H (5.340, 0.434, -1.065)
H (2.592, 1.116, 1.492)
H (2.516, 2.834, 1.078)
H (3.960, 2.178, 1.882)
H (4.859, 2.744, -1.773)
H (5.170, 3.313, -0.117)
H (3.635, 3.700, -0.936)
H (0.927, 4.914, -5.036)
H (0.391, 3.848, -3.717)
H (1.643, 5.064, -3.415)
H (1.122, 1.670, -5.229)
H (2.634, 1.900, -6.119)
H (1.281, 3.005, -6.391)
H (3.906, 4.768, -4.200)
H (3.297, 4.712, -5.871)
H (4.360, 3.427, -5.263)

Multiplicity: 5
Gap between HOMO and LUMO (alpha / beta) (eV): 7.14 / 5.96
F_max (hartree/bohr): 0.02090
Charge: 0
DFT total energy (hartree): -8118.6303
Highest occupied orbital energy (alpha / beta) (eV): -6.79 / -7.63

Mulliken atomic charge list, values in e, 6 entries: 2.852, 0.051, 0.961, -0.874, -0.686, -0.987